[1]
ORCA calculation (ωB97M-V/def2-TZVPD) on C4H4S in the gas phase at a distorted geometry.

Summary:
ΔE to the lowest compared entry with this formula, charge and spin: 255.2 kJ/mol
spin multiplicity: 1
HOMO energy: -0.32196 Ha
M: 84.1 g/mol
total energy: -15045.03479 eV

Cartesian coordinates (Å):
C: -1.730 0.511 -0.435
C: -0.302 0.276 0.011
C: 0.844 -0.173 0.147
C: 2.024 -0.663 0.526
S: 3.353 -0.958 -0.304
H: -2.019 1.659 -0.439
H: -2.438 0.019 0.318
H: -1.827 0.120 -1.454
H: 2.096 -0.791 1.630

Atoms 1-6, force components in eV/Å:
0.107 1.617 1.478
0.932 -1.141 -0.593
-5.972 2.462 -1.298
2.787 -0.807 2.806
0.775 -0.279 -0.916
0.791 -2.326 -0.017



[2]
ORCA calculation (ωB97M-V/def2-TZVPD) on 2 unconnected molecules or ions with the total composition C4H6N2 at a distorted geometry.

Summary:
ΔE to the lowest compared entry with this formula, charge and spin: 581.7 kJ/mol
spin multiplicity: 1
HOMO energy: -0.26016 Ha
M: 82.1 g/mol
total energy: -7219.56223 eV

Cartesian coordinates (Å):
C: 2.711 0.912 1.122
C: 2.078 -0.105 1.128
C: -1.106 0.167 -0.010
C: -2.311 -1.291 -1.430
N: -1.399 -0.620 -0.871
N: -0.072 0.904 0.301
H: 3.079 1.794 1.563
H: 1.767 -1.041 0.747
H: -2.291 -2.351 -1.391
H: -3.041 -0.858 -2.025
H: -0.029 1.237 1.301
H: 0.613 1.253 -0.436

Atoms 1-6, force components in eV/Å:
0.007 0.206 1.415
1.119 -0.751 -1.017
0.591 1.424 2.935
0.672 -1.289 -0.976
-1.367 -1.068 -0.524
0.896 1.883 -0.385



[3]
ORCA calculation (ωB97M-V/def2-TZVPD) on 9 unconnected molecules or ions with the total composition C34H94N8O10 at a distorted geometry.

Summary:
ΔE to the lowest compared entry with this formula, charge and spin: 224.1 kJ/mol
spin multiplicity: 1
HOMO energy: -0.31454 Ha
M: 775.2 g/mol
total energy: -69172.09730 eV

Cartesian coordinates (Å):
C: -4.789 3.996 4.125
O: -3.914 4.857 4.791
C: -2.773 5.228 4.013
C: -1.813 4.101 3.943
C: -1.190 3.686 5.272
N: -0.800 4.310 2.900
H: -5.740 4.316 4.504
H: -4.554 2.915 4.186
H: -4.789 4.366 3.043
H: -3.134 5.454 2.982
H: -2.349 6.127 4.470
H: -2.418 3.200 3.712
H: -1.921 3.723 6.046
H: -0.338 4.332 5.433
H: -0.796 2.626 5.317
H: 0.004 3.710 3.090
H: -0.413 5.258 3.034
C: -2.512 -0.039 3.580
O: -3.017 -1.202 2.970
C: -2.203 -2.271 3.362
C: -2.732 -3.591 2.877
C: -1.701 -4.659 3.325
N: -2.879 -3.521 1.418
H: -3.027 0.833 3.182
H: -1.448 0.242 3.345
H: -2.726 -0.047 4.658
H: -1.288 -2.216 2.814
H: -2.002 -2.230 4.425
H: -3.725 -3.762 3.358
H: -0.684 -4.625 2.881
H: -2.261 -5.575 3.084
H: -1.582 -4.676 4.435
H: -3.673 -2.969 1.078
H: -3.200 -4.392 1.022
C: 3.147 3.422 -0.617
O: 2.346 3.401 -1.788
C: 1.039 3.835 -1.562
C: 0.245 3.941 -2.881
C: -0.057 2.603 -3.472
N: 0.969 4.776 -3.859
H: 2.663 2.967 0.302
H: 3.365 4.444 -0.236
H: 4.068 2.908 -0.791
H: 0.566 3.135 -0.775
H: 1.199 4.738 -1.028
H: -0.646 4.543 -2.656
H: -0.603 1.949 -2.811
H: 0.906 2.184 -3.703
H: -0.553 2.736 -4.426
H: 1.790 4.264 -4.149
H: 1.335 5.638 -3.465
C: 5.041 -0.343 0.740
O: 4.502 -1.609 0.771
C: 4.794 -2.288 -0.455
C: 3.885 -3.560 -0.359
C: 3.991 -4.455 -1.558
N: 2.446 -3.135 -0.252
H: 6.035 -0.366 0.252
H: 5.182 0.025 1.762
H: 4.478 0.408 0.207
H: 4.571 -1.770 -1.342
H: 5.810 -2.699 -0.532
H: 4.190 -4.080 0.567
H: 3.821 -3.859 -2.476
H: 3.185 -5.185 -1.319
H: 4.924 -4.982 -1.604
H: 2.486 -2.368 0.403
H: 2.188 -2.635 -1.089
C: 1.548 1.641 2.693
O: 1.802 3.035 2.740
C: 3.031 3.412 3.292
C: 2.945 4.838 3.807
C: 2.584 5.738 2.623
N: 4.316 5.226 4.363
H: 0.498 1.420 2.543
H: 1.852 1.122 3.687
H: 2.191 1.224 1.915
H: 3.280 2.758 4.136
H: 3.850 3.285 2.597
H: 2.183 4.887 4.586
H: 1.662 5.394 2.124
H: 3.384 5.692 1.903
H: 2.500 6.827 2.846
H: 4.336 6.198 4.529
H: 4.444 4.869 5.330
C: -5.623 -0.993 1.097
O: -5.193 -1.959 0.115
C: -5.015 -1.538 -1.222
C: -4.534 -2.677 -2.049
C: -4.190 -2.041 -3.408
N: -5.634 -3.648 -2.190
H: -5.535 -1.363 2.102
H: -6.629 -0.607 0.806
H: -4.935 -0.128 1.124
H: -5.921 -1.149 -1.678
H: -4.378 -0.623 -1.269
H: -3.767 -3.211 -1.490
H: -5.111 -1.537 -3.699
H: -3.964 -2.834 -4.059
H: -3.332 -1.371 -3.216
H: -5.476 -4.339 -2.898
H: -5.752 -4.242 -1.365
C: 4.722 -3.575 -6.464
O: 4.139 -2.883 -5.372
C: 2.710 -3.091 -5.247
C: 2.091 -1.711 -5.217
C: 2.594 -0.890 -4.019
N: 0.606 -1.763 -5.315
H: 4.396 -4.605 -6.539
H: 5.815 -3.567 -6.282
H: 4.518 -3.123 -7.445
H: 2.306 -3.601 -6.090
H: 2.463 -3.716 -4.341
H: 2.386 -1.191 -6.166
H: 2.001 -1.201 -3.210
H: 2.585 0.153 -4.148
H: 3.583 -1.264 -3.697
H: 0.122 -0.893 -5.363
H: 0.151 -2.264 -4.542
C: -2.621 2.138 0.513
O: -1.534 1.322 0.732
C: -1.632 0.135 0.005
C: -0.290 -0.615 0.211
C: 0.717 -0.016 -0.740
N: -0.505 -2.005 -0.004
H: -2.741 2.366 -0.576
H: -2.455 3.105 0.971
H: -3.503 1.618 0.861
H: -2.422 -0.461 0.426
H: -1.869 0.296 -1.029
H: -0.083 -0.255 1.233
H: 1.460 0.629 -0.272
H: 0.186 0.547 -1.538
H: 1.164 -0.840 -1.269
H: -1.190 -2.361 0.640
H: 0.308 -2.660 0.074
O: -0.633 -2.723 -2.698
C: -0.948 -4.109 -2.706
C: 0.165 -4.995 -2.191
O: 0.328 -4.928 -0.762
H: -0.677 -2.394 -1.754
H: -1.874 -4.333 -2.085
H: -1.147 -4.326 -3.754
H: 1.093 -4.821 -2.741
H: 0.020 -6.089 -2.389
H: 1.154 -4.428 -0.591

Atoms 1-6, force components in eV/Å:
0.082 1.230 -1.873
1.185 0.468 0.495
-1.158 0.235 -0.107
0.748 -2.295 -0.191
0.749 -0.755 -0.269
-0.065 0.683 0.357



[4]
ORCA calculation (ωB97M-V/def2-TZVPD) on a molecular structure, C22H30N6Pd at a distorted geometry.

Summary:
ΔE to the lowest compared entry with this formula, charge and spin: 110.5 kJ/mol
spin multiplicity: 5
HOMO energy (spin up / spin down): -0.78870 / -0.78805 Ha
M: 484.9 g/mol
total charge: +4
total energy: -35676.08052 eV

Cartesian coordinates (Å):
Pd: -0.042 0.116 0.179
C: 0.453 2.354 2.347
N: 0.107 0.909 2.436
C: 1.216 0.082 2.958
C: 2.372 0.103 2.009
C: 3.686 0.242 2.400
C: 4.683 0.241 1.423
C: 4.335 0.103 0.088
C: 2.997 -0.038 -0.240
N: 2.049 -0.045 0.708
C: -1.188 0.610 3.091
C: -2.330 0.574 2.118
C: -3.623 0.899 2.474
C: -4.635 0.786 1.525
C: -4.329 0.351 0.240
C: -3.018 0.036 -0.054
N: -2.053 0.143 0.876
C: 0.114 3.017 1.038
C: 0.034 4.393 0.962
C: -0.176 4.998 -0.273
C: -0.300 4.212 -1.412
C: -0.214 2.842 -1.275
N: -0.012 2.271 -0.077
H: 1.528 2.457 2.506
H: -0.047 2.881 3.161
H: 0.854 -0.940 3.074
H: 1.509 0.439 3.952
H: 3.938 0.355 3.447
H: 5.721 0.359 1.708
H: 5.080 0.098 -0.697
H: 2.688 -0.156 -1.273
H: -1.384 1.349 3.870
H: -1.115 -0.361 3.583
H: -3.842 1.242 3.478
H: -5.654 1.042 1.787
H: -5.092 0.255 -0.521
H: -2.734 -0.306 -1.043
H: 0.145 4.993 1.857
H: -0.241 6.077 -0.346
H: -0.458 4.646 -2.390
H: -0.294 2.193 -2.139
C: -1.380 -5.296 -1.310
C: -1.201 -5.091 0.191
C: -2.613 -5.068 0.883
C: -0.371 -6.201 0.872
N: -0.537 -3.832 0.493
N: -0.383 -2.778 -0.371
H: -1.726 -6.316 -1.467
H: -0.439 -5.182 -1.855
H: -2.142 -4.646 -1.748
H: -3.037 -6.064 0.759
H: -3.262 -4.337 0.402
H: -2.527 -4.853 1.948
H: -0.765 -7.157 0.529
H: -0.471 -6.180 1.958
H: 0.684 -6.149 0.599
H: 0.074 -3.808 1.307
H: -1.086 -2.891 -1.103
H: 0.536 -2.845 -0.824

Atoms 1-6, force components in eV/Å:
0.027 1.223 -0.177
0.058 0.076 -0.357
0.091 0.138 0.610
0.095 -0.206 -0.137
0.168 0.037 -0.089
0.079 0.010 -0.030



[5]
ORCA calculation (ωB97M-V/def2-TZVPD) on C2H4BrCl in the gas phase at a distorted geometry.

Summary:
ΔE to the lowest compared entry with this formula, charge and spin: 185.7 kJ/mol
spin multiplicity: 1
HOMO energy: -0.39692 Ha
M: 143.4 g/mol
total energy: -84702.04486 eV

Cartesian coordinates (Å):
Cl: 0.833 -2.445 0.762
C: 0.233 -0.467 0.484
C: 0.000 0.609 -0.692
Br: -1.567 1.735 -0.096
H: 0.866 -0.144 1.249
H: -0.710 -0.652 0.833
H: 0.737 1.342 -1.084
H: -0.391 0.022 -1.456

Atoms 1-6, force components in eV/Å:
-0.427 2.259 -1.482
1.358 0.273 -0.694
0.263 -0.734 1.363
1.033 -0.651 -0.188
0.773 0.794 0.968
-2.176 -0.489 0.951



[6]
ORCA calculation (ωB97M-V/def2-TZVPD) on 2 unconnected molecules or ions with the total composition C22H32BBr2FO5PS at a distorted geometry.

Summary:
spin multiplicity: 1
HOMO energy: -0.17292 Ha
M: 629.2 g/mol
total charge: -1
total energy: -197160.92077 eV

Cartesian coordinates (Å):
C: 1.527 1.372 2.986
C: 0.965 0.159 2.277
B: 0.623 0.314 0.676
O: 1.455 -0.366 -0.336
C: 0.649 -1.308 -1.182
C: 1.386 -2.734 -0.854
C: 3.011 -2.622 -0.587
C: 4.132 -2.523 -1.824
C: 5.752 -2.390 -1.600
C: 6.420 -2.347 -0.068
C: 5.339 -2.490 1.173
C: 3.688 -2.627 0.943
C: 2.790 -2.764 2.310
P: 1.266 -0.770 -2.946
S: 0.959 -2.146 -4.312
C: -0.926 -1.074 -0.799
C: -1.855 -2.322 -0.285
C: -1.862 -3.634 -1.283
C: -1.559 -2.814 1.260
C: -2.578 -2.094 2.371
C: -1.842 -0.016 -1.656
Br: -2.725 -0.834 -3.286
C: -2.933 0.831 -0.747
C: -2.378 2.377 -0.571
Br: -4.611 0.996 -1.891
O: -0.704 -0.299 0.466
H: 1.014 2.411 2.710
H: 2.370 1.287 3.800
H: 0.778 -0.782 2.947
H: 0.739 1.462 0.401
H: 1.260 -3.486 -1.769
H: 0.919 -3.301 0.075
H: 3.714 -2.524 -2.938
H: 6.429 -2.307 -2.566
H: 7.591 -2.232 0.079
H: 5.748 -2.468 2.280
H: 2.810 -3.863 2.771
H: 3.166 -1.971 3.084
H: 1.676 -2.544 2.030
H: 2.691 -0.411 -2.938
H: 0.584 0.425 -3.432
H: -2.979 -1.919 -0.282
H: -1.379 -4.592 -0.761
H: -1.338 -3.440 -2.329
H: -2.999 -3.930 -1.471
H: -1.793 -3.971 1.315
H: -0.467 -2.621 1.633
H: -1.983 -1.218 2.904
H: -2.839 -2.924 3.154
H: -3.585 -1.752 1.878
H: -1.094 0.804 -2.093
H: -3.233 0.308 0.256
H: -1.390 2.466 0.052
H: -2.101 2.741 -1.673
H: -3.184 3.128 -0.163
C: -3.239 7.099 -0.725
C: -2.263 7.754 0.191
O: -2.281 6.931 1.335
C: -2.592 5.688 0.872
O: -2.435 4.660 1.511
O: -3.095 5.731 -0.399
F: -2.688 8.987 0.547
H: -4.272 7.410 -0.537
H: -3.006 7.278 -1.778
H: -1.243 7.811 -0.206

Atoms 1-6, force components in eV/Å:
-1.812 -2.950 -1.674
1.736 3.442 3.264
-0.954 -0.367 0.417
-1.082 -1.768 -1.630
2.761 0.951 1.416
0.405 -1.799 -0.496



[7]
ORCA calculation (ωB97M-V/def2-TZVPD) on a molecular structure, C27H30ClNOP2Ti at a distorted geometry.

Summary:
ΔE to the lowest compared entry with this formula, charge and spin: 240.8 kJ/mol
spin multiplicity: 1
HOMO energy: -0.48110 Ha
M: 529.8 g/mol
total charge: +2
total energy: -86220.33282 eV

Cartesian coordinates (Å):
C: -1.434 3.297 -3.333
C: -1.353 1.994 -2.825
C: -0.072 1.392 -2.671
C: 1.046 2.271 -2.566
C: 0.940 3.621 -2.994
C: -0.286 4.100 -3.417
C: 2.113 1.753 -1.796
C: 2.436 0.403 -2.127
C: 1.313 -0.470 -2.210
C: 1.441 -1.874 -2.315
C: 2.699 -2.361 -2.659
C: 3.813 -1.508 -2.713
C: 3.705 -0.152 -2.427
H: -2.407 3.721 -3.575
H: 1.838 4.251 -2.936
H: -0.370 5.125 -3.792
H: 2.897 2.431 -1.449
H: 2.825 -3.428 -2.844
H: 4.786 -1.923 -2.981
H: 4.571 0.514 -2.467
N: 0.044 0.136 -2.070
Ti: 0.081 -0.078 -0.107
C: -2.451 1.382 -2.033
H: -2.623 0.323 -2.269
H: -3.391 1.940 -2.070
C: 0.305 -2.765 -1.911
H: -0.617 -2.564 -2.474
H: 0.566 -3.826 -1.996
P: -1.829 1.487 -0.253
P: -0.058 -2.476 -0.110
C: 1.308 -3.322 0.746
H: 1.129 -3.260 1.829
H: 1.344 -4.373 0.424
H: 2.266 -2.835 0.519
C: -1.538 -3.428 0.272
H: -1.343 -4.494 0.081
H: -1.802 -3.275 1.329
H: -2.369 -3.080 -0.358
C: -2.269 3.162 0.259
H: -3.288 3.395 -0.078
H: -2.217 3.218 1.353
H: -1.553 3.864 -0.173
C: -3.329 0.587 0.364
H: -3.365 0.530 1.453
H: -4.229 1.117 0.026
H: -3.379 -0.435 -0.029
C: 1.827 0.380 0.669
O: 2.917 0.669 0.995
H: 0.104 2.057 -0.470
Cl: -2.348 -2.098 3.732
C: -0.922 -1.281 4.266
C: -0.522 -1.464 5.585
C: 0.624 -0.809 6.064
C: 1.364 -0.002 5.202
C: 0.960 0.187 3.887
C: -0.210 -0.413 3.392
C: -0.746 -0.065 2.062
H: -1.112 -2.102 6.241
H: 0.920 -0.940 7.106
H: 2.265 0.494 5.562
H: 1.541 0.825 3.224
H: -1.707 -0.561 1.881
H: -0.851 1.039 1.974

Atoms 1-6, force components in eV/Å:
0.134 -0.971 0.623
0.375 0.627 -0.268
-0.293 0.016 1.011
0.158 -0.074 0.144
-0.266 0.456 0.309
1.045 0.355 -0.528



[8]
ORCA calculation (ωB97M-V/def2-TZVPD) on a molecular structure, C2H2Br3NO at a distorted geometry.

Summary:
ΔE to the lowest compared entry with this formula, charge and spin: 38.3 kJ/mol
spin multiplicity: 1
HOMO energy (spin up / spin down): -0.30786 / -0.30785 Ha
M: 295.8 g/mol
total energy: -215768.57430 eV

Cartesian coordinates (Å):
C: 0.826 -0.366 -0.914
C: -1.283 0.231 0.165
N: 1.537 -0.384 0.173
O: 0.896 -0.580 -2.051
Br: -2.035 1.567 -1.026
Br: -2.515 -1.175 0.370
Br: -0.672 0.992 1.956
H: 1.029 -0.583 1.042
H: 2.217 0.299 0.285

Atoms 1-6, force components in eV/Å:
-2.484 -0.351 0.149
2.138 0.198 -1.043
-0.500 -1.462 1.480
-0.372 0.662 0.042
0.230 -0.005 0.476
-0.243 -0.422 0.316